DFT (wB97M-V/def2-TZVPD) results for a single C3H6N4O molecule.

```
14
Properties=species:S:1:pos:R:3:lowdin_charge:R:1
C -0.43 0.35 -1.02 -0.531
C 1.22 -0.64 0.35 -0.285
C -0.82 0.05 1.46 -0.213
H -1.83 1.22 -2.11 0.057
H -2.60 0.43 -0.72 0.142
H 1.44 -0.86 1.42 0.106
H 1.86 -0.50 -1.31 0.054
H -1.91 0.55 1.23 0.157
H -0.85 -0.09 3.50 0.106
N -1.73 0.83 -1.25 0.151
N -0.05 -0.08 0.25 0.001
N 2.20 -0.93 -0.39 0.117
N -0.30 -0.29 2.58 0.066
O 0.40 0.50 -1.88 0.072
```

Values from the calculation:
Kohn-Sham gap, eV: 10.05
Structure (SMILES): [H]/N=C\N(/C=N/[H])C(N)=O



DFT (wB97M-V/def2-TZVPD) results for a molecular structure, C29H31CoN3O2P2.

```
68
Properties=species:S:1:pos:R:3:lowdin_charge:R:1
Co -0.37 -1.07 -3.30 0.388
C 4.46 -1.31 -3.02 0.007
O 3.56 -2.38 -3.42 0.017
C 2.28 -2.09 -3.14 -0.515
O 1.81 -1.03 -2.74 0.021
N 1.44 -3.15 -3.47 0.039
N 0.12 -3.11 -3.00 0.026
H 4.67 -1.38 -1.96 0.089
H 4.06 -0.35 -3.31 0.098
H 5.40 -1.57 -3.55 0.125
H 1.93 -4.04 -3.65 0.188
H 0.15 -3.26 -1.98 0.111
H -0.51 -3.76 -3.47 0.147
C -0.37 1.51 -1.57 -0.359
C 0.59 1.39 -0.44 -0.346
P 0.01 0.31 0.95 1.198
C 0.90 1.14 2.34 -0.309
C 0.48 0.83 3.61 -0.075
C 1.21 1.25 4.74 0.008
C 2.41 2.00 4.58 0.039
C 2.74 2.43 3.26 -0.007
C 2.01 1.99 2.15 -0.042
C 0.97 -1.18 0.67 -0.383
C 2.36 -1.28 0.62 -0.097
C 3.10 -2.45 0.79 -0.025
C 2.36 -3.67 0.98 -0.019
C 0.95 -3.61 0.98 -0.052
C 0.24 -2.38 0.91 -0.092
P -2.17 1.82 -1.15 1.246
C -2.84 0.25 -0.63 -0.383
C -2.43 -0.97 -1.24 -0.099
C -3.05 -2.17 -0.92 -0.054
C -4.14 -2.21 -0.05 -0.004
C -4.58 -1.04 0.55 -0.002
C -4.03 0.20 0.16 -0.039
C -1.97 2.78 0.37 -0.393
C -2.22 2.21 1.62 -0.169
C -2.48 2.99 2.73 -0.040
C -2.14 4.34 2.72 0.021
C -1.67 4.89 1.47 -0.032
C -1.63 4.15 0.32 -0.083
H -0.34 0.67 -2.34 0.027
H -0.14 2.31 -2.25 0.094
H 0.76 2.41 -0.02 0.097
H 1.55 0.94 -0.81 0.106
H -0.39 0.23 3.78 0.111
H 0.87 1.00 5.76 0.136
H 3.05 2.28 5.43 0.140
H 3.54 3.18 3.16 0.134
H 2.32 2.30 1.16 0.103
H 2.90 -0.32 0.52 0.115
H 4.16 -2.55 0.64 0.117
H 2.88 -4.62 1.05 0.122
H 0.41 -4.56 1.07 0.114
H -0.82 -2.38 1.01 0.078
H -1.55 -1.02 -1.98 0.037
H -2.70 -3.05 -1.47 0.123
H -4.72 -3.10 0.10 0.130
H -5.30 -1.08 1.32 0.116
H -4.53 1.12 0.40 0.119
H -2.42 1.13 1.70 0.076
H -2.79 2.51 3.64 0.124
H -2.19 5.02 3.56 0.125
H -1.38 5.95 1.42 0.137
H -1.24 4.61 -0.61 0.135
N -1.92 0.03 -5.60 0.195
C -1.30 -0.38 -4.69 -0.100
H -2.35 0.38 -6.46 0.142
```

Values from the calculation:
Kohn-Sham gap (alpha / beta), eV: 9.24 / 4.62
Spin multiplicity: 5
Net charge: +3



DFT (wB97M-V/def2-TZVPD) results for 7 unconnected molecules or ions with the total composition C14H45N2O6.

```
67
Properties=species:S:1:pos:R:3:lowdin_charge:R:1
C 0.70 -0.46 0.61 -0.113
N 1.95 0.34 0.55 -0.099
C 1.68 1.64 -0.05 -0.175
N 1.48 2.74 0.97 0.235
H 0.23 -0.59 -0.37 0.066
H 0.94 -1.47 0.96 0.090
H -0.02 -0.01 1.31 0.082
H 2.33 0.43 1.48 0.103
H 2.45 1.88 -0.78 0.134
H 0.75 1.54 -0.60 0.128
H 0.54 3.13 0.86 0.141
H 2.15 3.52 0.90 0.135
H 1.49 2.34 1.90 0.164
C -2.46 -4.35 -0.18 -0.082
C -2.32 -2.85 -0.35 -0.303
O -1.03 -2.51 -0.85 -0.108
H -1.70 -4.73 0.50 0.079
H -3.44 -4.62 0.22 0.081
H -2.32 -4.86 -1.13 0.060
H -2.45 -2.35 0.61 0.109
H -3.09 -2.47 -1.03 0.111
H -0.93 -2.95 -1.70 0.081
C 3.85 7.50 1.00 -0.082
C 4.32 6.07 1.14 -0.295
O 3.55 5.24 0.26 -0.119
H 2.78 7.56 1.23 0.072
H 4.39 8.17 1.68 0.084
H 3.98 7.86 -0.02 0.077
H 4.16 5.71 2.16 0.112
H 5.38 5.97 0.90 0.115
H 3.69 5.55 -0.64 0.085
C 0.20 6.58 -0.88 -0.093
C 0.23 8.10 -1.02 -0.306
O 1.49 8.50 -1.55 -0.083
H 1.01 6.24 -0.23 0.051
H -0.75 6.24 -0.46 0.051
H 0.34 6.11 -1.85 0.078
H 0.11 8.58 -0.05 0.114
H -0.57 8.44 -1.68 0.113
H 1.60 8.07 -2.40 0.079
C 0.64 -7.16 -3.52 -0.088
C -0.45 -6.36 -2.84 -0.343
O -1.49 -7.21 -2.36 -0.091
H 0.22 -7.74 -4.35 0.079
H 1.43 -6.52 -3.90 0.073
H 1.08 -7.88 -2.82 0.076
H -0.91 -5.66 -3.55 0.109
H -0.05 -5.78 -2.00 0.099
H -1.09 -7.82 -1.72 0.051
C -1.08 -10.19 2.21 -0.090
C -0.93 -9.02 1.25 -0.317
O -1.22 -9.41 -0.09 -0.088
H -0.41 -11.00 1.92 0.078
H -0.84 -9.89 3.23 0.076
H -2.10 -10.58 2.18 0.075
H 0.09 -8.64 1.27 0.112
H -1.60 -8.20 1.54 0.107
H -2.12 -9.74 -0.11 0.088
C -3.62 4.25 0.85 -0.083
C -2.50 4.00 1.83 -0.311
O -1.38 4.85 1.57 -0.115
H -3.28 4.09 -0.18 0.077
H -4.47 3.59 1.04 0.081
H -3.97 5.29 0.91 0.080
H -2.15 2.97 1.75 0.100
H -2.84 4.17 2.86 0.115
H -1.68 5.76 1.65 0.079
```

Values from the calculation:
Kohn-Sham gap, eV: 8.72
Net charge: +1



DFT (wB97M-V/def2-TZVPD) results for a molecular structure, C5H10O2P.

```
18
Properties=species:S:1:pos:R:3:lowdin_charge:R:1
C -1.48 -0.66 -0.30 -0.750
C 2.03 -1.74 -0.09 -0.225
C -2.16 1.76 0.29 -0.133
C 1.82 -0.26 -0.19 -0.496
C -1.06 0.85 -0.28 -0.334
O -0.77 -1.34 0.53 -0.218
O -2.41 -1.04 -1.01 -0.049
P 0.53 0.36 1.00 0.859
H 1.34 -2.52 -0.30 0.040
H 2.87 -2.21 -0.61 0.040
H 2.31 -2.05 0.99 0.085
H -2.85 2.18 -0.34 0.030
H -2.80 1.15 0.88 0.059
H -1.83 2.48 1.02 0.051
H 1.30 -0.04 -1.11 0.048
H 2.69 0.30 -0.06 0.030
H -0.76 1.13 -1.30 0.087
H 1.24 1.64 0.86 -0.124
```

Values from the calculation:
Kohn-Sham gap, eV: 7.96
Net charge: -1



DFT (wB97M-V/def2-TZVPD) results for 13 unconnected molecules or ions with the total composition C23H52O23.

```
98
Properties=species:S:1:pos:R:3:lowdin_charge:R:1
O 0.61 -5.07 1.73 -0.043
H 0.19 -5.87 2.08 0.062
H -0.12 -4.53 1.42 0.008
O 4.65 -1.25 0.67 -0.048
H 3.89 -0.68 0.82 -0.003
H 4.27 -2.06 0.32 -0.005
O -1.84 -0.66 4.06 -0.084
H -1.20 -1.22 4.57 0.001
H -2.32 -0.16 4.73 0.043
O -2.30 2.46 1.01 -0.042
H -1.71 1.71 0.91 0.004
H -3.08 2.21 0.49 0.036
O 2.87 -3.55 0.36 -0.056
H 2.28 -4.29 0.57 0.023
H 3.53 -3.92 -0.23 0.060
C 1.22 2.35 -2.95 -0.010
C 0.15 2.44 -4.04 -0.287
C -1.33 2.62 -3.64 -0.064
O -1.71 3.84 -4.27 0.080
C -0.69 4.31 -5.01 -0.587
O -0.83 5.21 -5.79 0.144
O 0.43 3.63 -4.79 0.093
H 1.22 3.25 -2.34 0.071
H 2.16 2.33 -3.49 0.085
H 0.98 1.44 -2.39 0.067
H 0.24 1.53 -4.64 0.144
H -1.43 2.54 -2.56 0.117
H -1.88 1.82 -4.13 0.110
C 5.91 4.76 -0.34 -0.027
C 4.67 3.92 -0.13 -0.298
C 4.77 2.43 -0.47 -0.049
O 4.03 1.83 0.61 0.043
C 4.01 2.67 1.67 -0.585
O 3.66 2.41 2.78 0.147
O 4.43 3.88 1.29 0.074
H 6.85 4.37 0.05 0.088
H 5.78 5.71 0.18 0.088
H 6.13 4.95 -1.40 0.089
H 3.81 4.46 -0.53 0.152
H 5.80 2.07 -0.42 0.139
H 4.34 2.16 -1.42 0.132
C 1.53 -0.08 2.47 0.023
C 1.18 -0.73 1.13 -0.286
C 0.03 -1.72 1.23 -0.102
O -0.97 -1.20 0.38 0.065
C -0.50 -0.11 -0.28 -0.593
O -1.15 0.53 -1.04 0.155
O 0.74 0.23 0.15 0.086
H 1.57 -0.84 3.24 0.083
H 0.77 0.68 2.64 0.104
H 2.47 0.46 2.39 0.057
H 1.97 -1.27 0.63 0.114
H -0.35 -1.79 2.26 0.111
H 0.38 -2.71 0.93 0.098
C -4.41 -0.65 0.95 -0.021
C -4.41 -1.34 -0.40 -0.308
C -5.84 -1.67 -0.84 -0.074
O -5.88 -1.11 -2.16 0.064
C -4.80 -0.32 -2.39 -0.585
O -4.67 0.44 -3.28 0.183
O -3.89 -0.50 -1.43 0.067
H -3.42 -0.40 1.33 0.067
H -4.98 -1.32 1.60 0.090
H -4.98 0.28 0.91 0.097
H -3.73 -2.20 -0.32 0.142
H -6.59 -1.22 -0.19 0.130
H -6.04 -2.73 -1.00 0.134
C 0.74 -2.10 -2.66 0.004
C -0.34 -2.56 -3.61 -0.284
C -1.77 -2.77 -3.06 -0.081
O -2.55 -1.82 -3.75 0.083
C -1.81 -1.09 -4.58 -0.567
O -2.21 -0.21 -5.26 0.177
O -0.54 -1.56 -4.63 0.082
H 0.90 -2.88 -1.91 0.085
H 0.49 -1.17 -2.14 0.066
H 1.63 -1.93 -3.26 0.097
H -0.04 -3.46 -4.16 0.149
H -1.84 -2.67 -1.97 0.120
H -2.05 -3.79 -3.29 0.132
C 0.84 4.02 1.03 -0.127
O 0.95 4.56 -0.30 -0.131
H 0.85 2.93 1.05 0.066
H 1.60 4.51 1.64 0.080
H -0.12 4.33 1.44 0.079
H 0.05 4.60 -0.64 0.071
C 1.03 -1.09 6.35 -0.106
O 0.06 -1.85 5.61 -0.149
H 1.70 -0.59 5.65 0.074
H 0.55 -0.28 6.90 0.086
H 1.56 -1.76 7.02 0.087
H 0.17 -2.79 5.77 0.089
C -2.43 -3.72 3.09 -0.156
O -3.38 -4.66 2.62 -0.108
H -1.95 -4.05 4.02 0.086
H -1.55 -3.68 2.44 0.036
H -2.83 -2.72 3.20 0.064
H -4.16 -4.51 3.16 0.078
```

Values from the calculation:
Kohn-Sham gap, eV: 9.55



DFT (wB97M-V/def2-TZVPD) results for 2 unconnected molecules or ions with the total composition C9H14.

```
23
Properties=species:S:1:pos:R:3:lowdin_charge:R:1
C 2.02 2.73 -0.54 -0.229
C 0.73 3.30 -0.88 -0.189
H 2.90 2.65 -1.26 0.089
H 2.60 3.26 0.20 0.052
H 2.15 1.66 -0.30 0.055
H -0.04 3.13 -0.10 0.073
H 0.25 2.46 -1.58 0.079
H 0.56 4.30 -1.31 0.073
C 0.11 -3.14 1.53 -0.084
C -0.21 -0.11 -0.62 -0.104
C -1.61 -0.08 -0.73 -0.088
C 0.44 -1.11 0.05 -0.051
C -0.39 -1.99 0.71 -0.290
C -2.34 -0.99 0.03 -0.108
C -1.79 -2.08 0.65 -0.040
H 0.35 0.62 -1.26 0.084
H -2.18 0.67 -1.33 0.119
H 1.51 -1.16 0.18 0.115
H -3.38 -0.74 0.11 0.094
H -0.55 -4.03 1.64 0.075
H 0.16 -2.71 2.55 0.093
H -2.31 -2.88 1.06 0.094
H 0.99 -3.75 1.21 0.086
```

Values from the calculation:
Kohn-Sham gap, eV: 9.93
Structure (SMILES): Cc1ccccc1.CC



DFT (wB97M-V/def2-TZVPD) results for a molecular structure, C5H9N.

```
15
Properties=species:S:1:pos:R:3:lowdin_charge:R:1
N -2.25 0.56 -0.68 0.080
C -1.03 -0.04 0.02 -0.292
C -1.19 -1.20 0.73 0.223
C 2.82 -0.04 -0.11 0.110
C 1.48 0.30 0.42 -0.157
C 0.20 0.45 -0.40 0.137
H -2.22 1.54 -0.92 0.084
H -3.22 0.33 -0.39 0.109
H -2.08 -1.73 0.55 0.082
H -0.26 -1.81 1.00 0.130
H 3.41 0.82 -0.20 0.074
H 3.35 -0.79 0.28 0.049
H 1.69 -0.72 0.36 0.071
H 1.04 0.82 1.34 0.186
H 0.43 0.87 -1.29 0.114
```

Values from the calculation:
Kohn-Sham gap (alpha / beta), eV: 6.92 / 6.99
Spin multiplicity: 2
Net charge: +1



DFT (wB97M-V/def2-TZVPD) results for 2 unconnected molecules or ions with the total composition C3H8NSe.

```
13
Properties=species:S:1:pos:R:3:lowdin_charge:R:1
C 1.55 0.63 0.65 -0.077
C -1.52 1.46 -0.54 -0.293
C -1.12 -1.42 -0.43 -0.341
N 1.18 -0.57 1.03 -0.006
Se -2.09 0.07 0.34 1.233
H 1.37 0.85 -0.54 0.120
H 2.24 1.20 1.14 0.035
H -1.82 2.40 -0.06 0.028
H -0.96 1.79 -1.50 0.100
H -0.86 -1.18 -1.52 0.082
H -1.57 -2.38 -0.23 0.043
H -0.03 -1.29 -0.22 -0.001
H 1.49 -0.68 2.01 0.075
```

Values from the calculation:
Kohn-Sham gap, eV: 7.90
Net charge: +1



DFT (wB97M-V/def2-TZVPD) results for a gas-phase ion, C6H7FN (charge +1).

```
15
Properties=species:S:1:pos:R:3:lowdin_charge:R:1
C -0.49 -0.15 -0.13 -0.211
C 0.61 -1.10 0.11 -0.012
C 1.76 -0.47 0.41 -0.023
C 1.58 1.03 0.17 -0.133
C 0.17 1.17 -0.18 0.219
C -3.01 -0.57 -0.04 -0.196
N -1.64 -0.68 -0.16 0.192
F -3.51 0.67 0.26 0.029
H 0.55 -2.18 0.12 0.133
H 2.77 -0.71 0.67 0.120
H 1.84 1.61 1.13 0.197
H 2.19 1.51 -0.68 0.190
H -0.17 2.18 -0.44 0.155
H -3.22 -1.07 -1.04 0.194
H -3.28 -1.26 0.72 0.146
```

Values from the calculation:
Kohn-Sham gap (alpha / beta), eV: 6.71 / 6.60
Net charge: +1



DFT (wB97M-V/def2-TZVPD) results for a gas-phase ion, C9H19N2O (charge +1).

```
31
Properties=species:S:1:pos:R:3:lowdin_charge:R:1
C -0.48 -0.35 1.41 -0.345
C -1.65 -1.86 -0.01 -0.172
C 0.79 0.01 -0.57 -0.247
C -0.45 0.19 2.83 -0.012
C -2.60 -2.96 -0.23 -0.093
C 2.55 0.36 -2.48 -0.048
C 0.83 2.69 0.71 -0.030
C 1.16 0.78 -1.85 -0.115
C -0.43 1.84 0.36 -0.177
N -0.09 0.42 0.38 -0.029
N -1.21 -1.46 1.17 0.101
O 1.13 -1.26 -0.55 0.177
H -1.40 -1.31 -0.91 0.114
H 0.51 0.76 2.93 0.099
H -0.36 -0.62 3.59 0.102
H -1.32 0.62 3.18 0.045
H -2.10 -4.01 0.04 0.123
H -2.91 -3.17 -1.32 0.103
H -3.54 -2.84 0.33 0.076
H 3.45 0.72 -1.86 0.115
H 2.78 1.00 -3.40 0.112
H 2.60 -0.63 -2.73 0.031
H 1.70 2.17 0.11 0.107
H 0.62 3.76 0.39 0.111
H 0.93 2.47 1.75 0.048
H 0.51 0.49 -2.65 0.120
H 1.07 1.81 -1.72 0.079
H -1.30 1.91 1.10 0.152
H -0.97 2.09 -0.59 0.137
H -1.39 -2.16 1.97 0.227
H 1.57 -1.45 -1.35 0.088
```

Values from the calculation:
Kohn-Sham gap (alpha / beta), eV: 6.87 / 6.88
Net charge: +1



DFT (wB97M-V/def2-TZVPD) results for 2 unconnected molecules or ions with the total composition C3H5NS.

```
10
Properties=species:S:1:pos:R:3:lowdin_charge:R:1
C 2.10 0.18 -0.40 -0.011
C 2.27 0.74 0.63 -0.008
C -1.10 -1.29 0.19 -0.376
N -1.97 0.90 -0.77 -0.414
S -1.48 0.25 0.56 0.817
H 1.89 -0.32 -1.30 0.015
H 2.45 1.25 1.54 0.010
H -1.19 -1.67 -0.81 0.015
H -0.74 -1.91 0.99 -0.006
H -2.22 1.87 -0.62 -0.042
```

Values from the calculation:
Kohn-Sham gap, eV: 8.65



DFT (wB97M-V/def2-TZVPD) results for a molecular structure, C23H20Cl2N4O3PdSe.

```
54
Properties=species:S:1:pos:R:3:lowdin_charge:R:1
Pd 1.90 0.30 -0.74 0.929
Cl 1.62 -2.42 -2.09 0.626
C 3.32 -2.87 -2.12 -0.932
Cl 4.22 -1.52 -1.39 0.583
H 3.65 -3.01 -3.14 0.034
H 3.49 -3.76 -1.52 0.038
O 0.71 -1.67 1.27 0.025
C -0.14 -1.26 0.50 -0.590
N -1.49 -1.51 0.55 0.161
C -2.22 -0.69 -0.40 -0.268
C -1.04 -0.06 -1.19 -0.465
O -1.15 0.66 -2.16 0.092
N 0.11 -0.47 -0.61 -0.073
C -3.07 -1.51 -1.37 -0.160
C -3.88 -0.84 -2.28 -0.025
C -4.63 -1.56 -3.20 -0.071
C -4.58 -2.95 -3.21 -0.094
C -3.77 -3.61 -2.31 -0.084
C -3.02 -2.90 -1.39 -0.028
C -3.01 0.38 0.34 -0.142
C -4.29 0.09 0.81 -0.031
C -4.98 1.01 1.59 -0.079
C -4.40 2.24 1.89 -0.088
C -3.13 2.53 1.42 -0.064
C -2.44 1.61 0.64 -0.003
H -1.90 -1.83 1.41 0.162
H -3.91 0.24 -2.28 0.126
H -5.25 -1.03 -3.91 0.103
H -5.17 -3.50 -3.93 0.099
H -3.73 -4.70 -2.31 0.100
H -2.38 -3.42 -0.69 0.107
H -4.75 -0.86 0.57 0.120
H -5.97 0.77 1.95 0.102
H -4.94 2.96 2.49 0.101
H -2.67 3.49 1.65 0.105
H -1.45 1.86 0.28 0.101
O 1.02 1.99 -0.21 -0.269
Se 1.39 4.41 3.04 0.635
C 1.56 3.37 1.65 -0.757
N 1.73 2.76 0.64 -0.114
N 3.72 1.32 -0.63 -0.075
C 4.42 1.22 0.64 -0.323
C 3.90 0.45 1.66 -0.052
C 4.57 0.38 2.88 -0.058
C 5.75 1.09 3.07 -0.078
C 6.27 1.86 2.04 -0.075
C 5.60 1.93 0.83 -0.035
H 4.35 1.07 -1.39 0.064
H 3.44 2.29 -0.78 0.095
H 2.98 -0.11 1.53 0.087
H 4.16 -0.22 3.68 0.112
H 6.26 1.04 4.02 0.105
H 7.19 2.42 2.18 0.106
H 6.00 2.55 0.02 0.115
```

Values from the calculation:
Kohn-Sham gap, eV: 7.05



For reference, maximum force by record: 0.110 0.071 0.035 0.081 0.030 0.101 0.123 0.125 0.052 0.101 0.037 0.010 hartree/bohr.
For reference, E by record: -11214.991 -95314.830 -30505.168 -18730.840 -71786.859 -9558.075 -6806.053 -70066.006 -10531.409 -14659.111 -15512.974 -130147.630 eV.